Record 1
Here is a molecular structure, C54H57BrClCsF10N3O3PSi in a non-equilibrium geometry from the OMol25 dataset. Energies are from wB97M-V/def2-TZVPD.

Cartesian coordinates (Å):
Cs 1.32 -1.35 1.36
C 1.07 2.41 1.00
N 1.90 1.92 2.08
C 3.32 2.09 1.79
C 3.91 1.01 0.88
N 4.14 -0.26 1.53
C 5.20 -0.40 2.31
C 6.26 0.50 2.65
F 6.28 1.77 2.15
C 7.31 0.17 3.47
F 8.26 1.10 3.73
C 7.44 -1.07 4.05
F 8.48 -1.39 4.85
C 6.44 -2.00 3.76
F 6.52 -3.24 4.30
C 5.39 -1.68 2.95
F 4.46 -2.63 2.70
C 1.54 2.54 3.35
C 1.73 1.63 4.56
N 0.75 0.56 4.51
C 0.49 -0.14 5.59
C -0.52 -1.17 5.52
F -1.11 -1.38 4.32
C -0.92 -1.96 6.56
F -1.88 -2.88 6.38
C -0.35 -1.82 7.83
F -0.76 -2.58 8.87
C 0.64 -0.87 7.97
F 1.23 -0.71 9.17
C 1.04 -0.07 6.91
F 2.07 0.78 7.19
H 1.19 3.50 0.83
H 0.02 2.20 1.23
H 1.32 1.90 0.07
H 3.87 2.06 2.74
H 3.51 3.09 1.35
H 4.81 1.41 0.39
H 3.19 0.83 0.06
H 0.48 2.81 3.31
H 2.11 3.47 3.50
H 1.63 2.27 5.45
H 2.76 1.25 4.57
C -1.15 -1.01 -4.23
C 0.18 -1.51 -4.83
C 0.56 -2.77 -4.03
C -0.04 -1.92 -6.29
Si 1.54 -0.17 -4.69
Br 1.32 0.84 -2.68
C 3.32 -0.89 -4.67
C 3.61 -1.63 -3.35
C 4.37 0.23 -4.78
C 3.55 -1.86 -5.84
C 1.32 1.27 -5.97
C -0.16 1.68 -6.07
C 2.08 2.54 -5.56
C 1.81 0.86 -7.36
H -1.92 -1.77 -4.42
H -1.50 -0.08 -4.67
H -1.07 -0.90 -3.15
H -0.29 -3.46 -4.07
H 0.73 -2.55 -2.98
H 1.42 -3.28 -4.45
H -0.77 -2.75 -6.31
H 0.87 -2.28 -6.77
H -0.45 -1.12 -6.90
H 3.49 -0.99 -2.48
H 4.66 -1.97 -3.37
H 2.98 -2.51 -3.22
H 4.22 1.00 -4.01
H 4.37 0.71 -5.76
H 5.37 -0.20 -4.62
H 2.91 -2.74 -5.77
H 4.59 -2.21 -5.81
H 3.39 -1.40 -6.81
H -0.56 1.99 -5.10
H -0.79 0.88 -6.47
H -0.24 2.54 -6.75
H 1.77 2.90 -4.58
H 1.86 3.33 -6.29
H 3.16 2.41 -5.54
H 1.32 -0.04 -7.73
H 2.89 0.68 -7.38
H 1.60 1.66 -8.07
O -1.86 -0.08 1.74
P -3.08 0.76 1.72
C -4.55 -0.13 2.28
C -4.42 -1.51 2.44
C -5.50 -2.25 2.89
C -6.71 -1.63 3.18
C -6.83 -0.26 3.04
C -5.76 0.49 2.60
C -3.41 1.38 0.04
C -4.65 1.81 -0.42
C -4.79 2.27 -1.72
C -3.68 2.31 -2.57
C -2.45 1.87 -2.11
C -2.31 1.40 -0.81
C -2.95 2.20 2.80
C -2.04 2.05 3.85
C -1.90 3.07 4.78
C -2.66 4.23 4.67
C -3.54 4.38 3.61
C -3.69 3.37 2.67
H -3.47 -1.97 2.22
H -5.39 -3.32 3.02
H -7.55 -2.22 3.53
H -7.77 0.23 3.28
H -5.85 1.57 2.54
H -5.52 1.76 0.22
H -5.76 2.60 -2.08
H -3.79 2.67 -3.58
H -1.58 1.88 -2.76
H -1.36 1.02 -0.46
H -1.40 1.17 3.92
H -1.18 2.95 5.58
H -2.54 5.03 5.39
H -4.12 5.30 3.51
H -4.36 3.51 1.83
Cl -6.73 -3.81 -0.47
C -5.01 -3.52 -0.41
C -4.49 -2.39 -1.02
C -3.12 -2.18 -0.97
C -2.28 -3.06 -0.30
C -2.83 -4.18 0.32
C -4.20 -4.42 0.27
C -0.77 -2.83 -0.29
O -0.09 -3.57 0.45
O -0.34 -1.92 -1.03
H -5.15 -1.70 -1.52
H -2.68 -1.32 -1.45
H -2.16 -4.84 0.85
H -4.63 -5.29 0.74

## Properties
Frontier orbital gap: 4.869 eV
Energy above the lowest of the compared OMol25 structures with the same formula, charge and spin: 0.0 kJ/mol
Lowest unoccupied orbital energy: 3.3 eV
Net charge: -2
DFT total energy: -7165.9390 hartree


Record 2
Here is a molecular structure, C54H58F4N5O2PTeW in a non-equilibrium geometry from the OMol25 dataset. Energies are from wB97M-V/def2-TZVPD.

Cartesian coordinates (Å):
W -0.31 0.11 -1.15
C -3.34 -0.45 -2.92
N -2.83 0.12 -1.66
C -3.49 1.42 -1.46
C -3.20 -0.79 -0.56
C -2.67 -0.25 0.76
N -1.40 0.40 0.47
C -0.82 1.25 1.40
C -0.13 2.32 0.80
F 1.37 0.59 -0.43
C 0.80 3.01 1.56
F 1.63 3.88 0.94
C 0.94 2.82 2.92
C 0.13 1.88 3.52
F 0.20 1.66 4.84
C -0.73 1.08 2.77
F -1.43 0.12 3.39
H -4.43 -0.57 -2.85
H -2.87 -1.41 -3.11
H -3.12 0.22 -3.75
H -4.56 1.28 -1.27
H -3.39 2.03 -2.36
H -3.04 1.95 -0.62
H -2.77 -1.77 -0.77
H -4.29 -0.91 -0.51
H -2.56 -1.06 1.48
H -3.35 0.49 1.19
H 1.65 3.39 3.50
O 1.79 -1.19 -2.15
C 2.36 -0.32 -3.10
C 1.25 0.29 -3.91
C 1.33 0.39 -5.28
C 0.33 1.05 -5.98
C -0.73 1.60 -5.28
C -0.75 1.45 -3.91
N 0.21 0.81 -3.23
H 2.40 -1.30 -1.41
H 3.06 -0.84 -3.76
H 2.90 0.49 -2.60
H 2.18 -0.05 -5.80
H 0.37 1.12 -7.06
H -1.54 2.12 -5.77
H -1.56 1.85 -3.31
N -0.38 2.52 -0.59
P -0.53 4.02 -1.15
C 0.88 4.44 -2.20
C 0.93 5.59 -2.99
C 2.05 5.86 -3.76
C 3.12 4.98 -3.75
C 3.09 3.84 -2.95
C 1.97 3.57 -2.17
C -0.70 5.25 0.16
C 0.08 6.41 0.17
C -0.07 7.33 1.20
C -0.97 7.09 2.22
C -1.73 5.93 2.22
C -1.60 5.01 1.20
C -1.99 4.31 -2.21
C -1.90 4.30 -3.60
C -3.01 4.54 -4.39
C -4.23 4.81 -3.80
C -4.34 4.84 -2.42
C -3.22 4.60 -1.63
H 0.09 6.27 -3.02
H 2.08 6.75 -4.37
H 4.00 5.19 -4.35
H 3.93 3.17 -2.93
H 1.93 2.70 -1.53
H 0.81 6.59 -0.60
H 0.54 8.22 1.20
H -1.07 7.81 3.03
H -2.43 5.74 3.03
H -2.17 4.09 1.23
H -0.95 4.11 -4.08
H -2.92 4.53 -5.47
H -5.10 5.02 -4.41
H -5.28 5.07 -1.94
H -3.33 4.64 -0.55
C -0.57 -3.79 -1.60
C -0.47 -2.32 -1.35
O -0.81 -1.45 -2.33
N -0.06 -1.74 -0.29
Te -0.08 -3.11 2.31
C -0.15 -4.54 3.87
C 0.72 -4.41 4.96
C 1.74 -3.31 5.04
C 0.64 -5.31 6.02
C -0.30 -6.34 6.02
C -0.36 -7.31 7.17
C -1.15 -6.45 4.94
C -1.10 -5.57 3.86
C -2.08 -5.84 2.74
C 1.85 -3.46 1.53
C 2.76 -2.40 1.51
C 2.47 -1.05 2.12
C 4.01 -2.60 0.93
C 4.39 -3.82 0.39
C 5.76 -4.04 -0.19
C 3.47 -4.86 0.44
C 2.20 -4.70 0.99
C 1.28 -5.90 0.99
H -0.91 -3.98 -2.62
H -1.28 -4.22 -0.89
H 0.40 -4.25 -1.43
H 1.26 -2.33 5.00
H 2.44 -3.36 4.20
H 2.32 -3.38 5.96
H 1.31 -5.20 6.86
H -0.08 -6.84 8.11
H 0.32 -8.15 7.00
H -1.37 -7.72 7.28
H -1.89 -7.24 4.93
H -1.85 -6.79 2.26
H -2.07 -5.07 1.98
H -3.09 -5.91 3.15
H 1.49 -0.67 1.82
H 3.22 -0.33 1.82
H 2.47 -1.12 3.21
H 4.72 -1.78 0.92
H 6.25 -3.09 -0.41
H 5.71 -4.62 -1.11
H 6.40 -4.58 0.50
H 3.74 -5.83 0.02
H 1.47 -6.52 0.12
H 0.23 -5.61 1.00
H 1.45 -6.51 1.88

## Properties
Frontier orbital gap (alpha / beta): 5.991 / 5.896 eV
Energy above the lowest of the compared OMol25 structures with the same formula, charge and spin: 18.9 kJ/mol
Multiplicity: 2
Lowest unoccupied orbital energy (alpha / beta): -2.8 / -2.9 eV
Net charge: +1
DFT total energy: -3592.5811 hartree